One molecule with the formula C5H9N3O2. Source: OMol25; level of theory: the ωB97M-V functional and the def2-TZVPD basis.

Values from the calculation:
HOMO level (spin up / spin down)	-7.760 / -7.760	eV
charge	0
frontier orbital gap (spin up / spin down)	7.682 / 7.681	eV
E_LUMO (spin up / spin down)	-0.003 / -0.003	Eh
multiplicity	1

Each line ends with the Mulliken charge.
Geometry (Å):
1 H -0.29 2.63 1.41  0.291
2 C -0.03 2.50 0.37  -1.004
3 H -1.53 -1.00 -2.09  0.334
4 H 0.66 -1.69 -1.30  0.295
5 N -1.43 -0.74 -1.04  -0.534
6 N 1.96 0.01 0.30  0.845
7 C -0.13 -1.28 -0.56  0.625
8 H -0.01 -1.46 1.55  0.312
9 O 2.47 1.19 0.53  -0.760
10 H 1.10 2.41 0.35  0.343
11 C -0.41 1.19 -0.21  0.394
12 H -2.34 1.04 -0.89  0.256
13 H -1.43 -2.47 0.86  0.379
14 C -0.35 -2.14 0.76  -1.259
15 C 0.68 -0.11 -0.11  -0.492
16 O 2.65 -1.04 0.32  -0.658
17 N -1.43 0.66 -0.83  0.004
18 H -0.48 3.31 -0.27  0.339
19 H 0.33 -2.99 0.86  0.290

***

One molecule with the formula C5H9N3O3S. Source: OMol25; level of theory: the ωB97M-V functional and the def2-TZVPD basis.

Values from the calculation:
HOMO level	-9.840	eV
charge	0
frontier orbital gap	9.590	eV
E_LUMO	-0.009	Eh
multiplicity	1

Each line ends with the Mulliken charge.
Geometry (Å):
1 O 2.54 -1.12 -0.23  -0.631
2 H 1.02 2.60 -0.41  0.279
3 C -1.77 0.51 -1.60  -0.063
4 C 0.28 -2.12 1.01  -1.029
5 N 1.36 1.76 -0.77  -0.524
6 N -2.41 0.94 -0.57  -0.471
7 H -0.20 -2.49 0.12  0.404
8 H 0.25 0.05 -2.44  0.321
9 H -0.12 1.31 1.70  0.359
10 C -1.79 0.74 0.70  0.356
11 C -0.34 -0.07 -1.46  -0.679
12 S 1.46 -0.71 0.63  1.035
13 N -0.45 1.20 0.70  -0.282
14 H -0.37 -1.09 -1.20  0.186
15 C 0.44 0.75 -0.24  0.276
16 H -2.22 0.60 -2.51  0.526
17 H 0.84 -2.99 1.40  0.413
18 H 2.24 1.38 -0.40  0.394
19 H -0.29 -1.64 1.90  0.306
20 O -2.40 0.64 1.77  -0.558
21 O 1.93 -0.25 1.91  -0.619

***

A 2-piece molecular cluster, C5H9N3O3S overall. Source: OMol25; level of theory: the ωB97M-V functional and the def2-TZVPD basis.

Values from the calculation:
HOMO level (spin up / spin down)	-7.907 / -10.129	eV
charge	0
frontier orbital gap (spin up / spin down)	8.562 / 8.157	eV
E_LUMO (spin up / spin down)	0.024 / -0.072	Eh
multiplicity	3

Each line ends with the Mulliken charge.
Geometry (Å):
1 S 2.42 -0.47 0.09  1.318
2 N -0.07 -1.99 -0.54  -1.152
3 O 2.56 -0.99 -1.34  -0.464
4 C 0.66 1.21 1.22  -1.793
5 C -2.15 -1.89 0.40  -0.692
6 H -1.72 0.18 1.34  0.238
7 O 2.61 -1.49 1.12  -0.628
8 H -1.42 -3.68 -0.85  0.334
9 N 0.56 1.46 -1.99  -0.486
10 N -0.24 -0.82 0.08  0.869
11 H 1.52 1.21 -2.18  0.302
12 C -1.26 -2.62 -0.40  -0.175
13 C -1.41 -0.72 0.79  -0.125
14 H 0.47 2.26 -1.38  0.262
15 H 0.79 0.78 2.25  0.396
16 C 0.74 0.07 0.25  0.593
17 H -3.14 -2.37 0.70  0.292
18 H 1.73 -1.55 -1.49  0.498
19 O 3.27 0.66 0.19  -0.652
20 H -0.19 1.70 1.28  0.686
21 H 1.53 1.93 0.90  0.380

***

One molecule with the formula C5H9N3Si. Source: OMol25; level of theory: the ωB97M-V functional and the def2-TZVPD basis.

Values from the calculation:
HOMO level	-10.134	eV
charge	0
frontier orbital gap	10.543	eV
E_LUMO	0.015	Eh
multiplicity	1

Each line ends with the Mulliken charge.
Geometry (Å):
1 C 1.72 0.34 -1.21  -0.944
2 N -1.33 0.47 -0.49  -0.040
3 Si 0.33 -0.24 0.06  0.380
4 H 1.94 -0.47 -1.98  0.292
5 H 1.71 0.29 1.97  0.341
6 H -0.06 0.47 2.27  0.309
7 H -0.09 -2.33 1.21  0.314
8 N -3.56 -0.64 -0.45  -0.527
9 H 1.21 1.30 -1.63  0.270
10 H 2.58 0.66 -0.65  0.334
11 C -0.21 -2.04 0.14  -1.133
12 N -1.24 2.95 -0.94  -0.495
13 C 0.80 0.74 1.66  -0.980
14 H -1.25 -2.26 -0.03  0.344
15 H 0.33 -2.77 -0.42  0.347
16 C -1.29 1.83 -0.69  0.337
17 H 0.89 1.85 1.54  0.331
18 C -2.51 -0.16 -0.36  0.523

***

A 2-piece molecular cluster, C5H9N4 overall. Source: OMol25; level of theory: the ωB97M-V functional and the def2-TZVPD basis.

Values from the calculation:
HOMO level	-13.317	eV
charge	+1
frontier orbital gap	9.345	eV
E_LUMO	-0.146	Eh
multiplicity	1

Each line ends with the Mulliken charge.
Geometry (Å):
1 N -3.60 -0.38 0.80  -0.005
2 C 0.18 -1.18 -0.65  0.212
3 C -2.00 1.52 0.39  -0.557
4 N 1.68 -1.32 -0.68  -0.372
5 H 3.01 1.18 -0.24  0.277
6 H -2.14 2.16 -0.48  0.331
7 C -2.94 0.51 0.45  0.436
8 N 0.25 0.06 0.07  -0.426
9 H -0.87 -2.67 -1.55  0.252
10 H 2.19 1.46 1.42  0.284
11 C 2.55 0.72 0.62  -0.994
12 H 3.34 0.15 1.19  0.329
13 H -4.25 -1.03 0.59  0.288
14 H 2.43 -2.04 -0.41  0.311
15 H -2.08 2.16 1.20  0.375
16 C 1.52 -0.14 0.13  0.537
17 H -1.06 1.07 0.05  0.174
18 N -0.79 -1.84 -1.04  -0.451

***

An isolated ion of composition C5H9N4O2 and charge +1. Source: OMol25; level of theory: the ωB97M-V functional and the def2-TZVPD basis.

Values from the calculation:
HOMO level	-14.289	eV
charge	+1
frontier orbital gap	10.750	eV
E_LUMO	-0.130	Eh
multiplicity	1

Each line ends with the Mulliken charge.
Geometry (Å):
1 N -0.05 1.10 -2.62  -0.425
2 C -0.17 -0.04 -1.89  0.052
3 C 0.26 0.13 -0.39  0.881
4 O -0.56 -1.11 -2.36  -0.527
5 O -0.25 -1.56 1.17  -0.653
6 N 1.50 0.72 -0.25  -0.488
7 H 0.13 2.96 1.07  0.293
8 H -0.69 -0.05 1.31  0.417
9 H -0.29 0.95 -3.68  0.331
10 C 1.61 1.50 0.75  -0.250
11 C 0.23 1.86 1.36  -0.523
12 H 1.74 -1.57 -1.26  0.241
13 C 0.39 -1.32 0.16  0.398
14 H 0.65 1.74 -2.53  0.227
15 H 1.43 -3.05 -0.41  0.272
16 H 0.28 1.88 2.45  0.381
17 N -0.63 0.82 0.69  -0.123
18 N 1.23 -2.07 -0.53  -0.239
19 H -1.54 1.15 0.61  0.287
20 H 2.57 1.94 0.98  0.447

***

An isolated ion of composition C5H9N4O2 and charge +1. Source: OMol25; level of theory: the ωB97M-V functional and the def2-TZVPD basis.

Values from the calculation:
HOMO level	-15.447	eV
charge	+1
frontier orbital gap	9.981	eV
E_LUMO	-0.201	Eh
multiplicity	1

Each line ends with the Mulliken charge.
Geometry (Å):
1 N 1.12 0.48 0.65  0.710
2 N -0.71 -0.33 -0.16  0.071
3 C -2.10 -0.52 -0.39  -0.864
4 H 1.92 2.14 1.42  0.341
5 H 2.55 0.66 2.32  0.297
6 C 2.22 1.06 1.31  -0.653
7 N 1.46 -0.18 -0.48  -0.824
8 H -0.05 -2.51 -1.96  0.362
9 C -0.21 0.46 0.79  0.254
10 C 0.23 -1.50 -2.22  -1.185
11 C 0.35 -0.68 -0.97  0.543
12 O -2.08 1.12 1.84  -0.554
13 O -0.19 1.96 2.50  -0.537
14 H 3.20 1.09 0.62  0.287
15 H -0.53 -0.99 -2.96  0.313
16 H -2.78 -0.53 0.51  0.320
17 H -2.43 0.20 -1.06  0.454
18 N -0.88 1.28 1.79  1.001
19 H -2.33 -1.53 -0.90  0.326
20 H 1.26 -1.70 -2.65  0.339

***

A 2-piece molecular cluster, C5H9N4S overall. Source: OMol25; level of theory: the ωB97M-V functional and the def2-TZVPD basis.

Values from the calculation:
HOMO level	-14.310	eV
charge	+1
frontier orbital gap	8.381	eV
E_LUMO	-0.218	Eh
multiplicity	1

Each line ends with the Mulliken charge.
Geometry (Å):
1 C 0.74 1.35 0.76  0.486
2 H -1.64 0.73 -2.57  0.377
3 C -0.68 -0.42 0.72  0.725
4 N 4.73 -1.05 -1.16  0.006
5 H -2.30 -0.88 -1.67  0.294
6 N 1.96 2.35 1.31  -0.466
7 H -0.80 -2.38 1.56  0.378
8 N 4.15 -1.98 -1.12  -0.003
9 H -2.18 -1.43 1.92  0.323
10 H -1.99 -1.95 0.17  0.282
11 H 2.26 2.23 2.28  0.264
12 C -1.28 0.39 -0.38  -0.041
13 H 2.52 2.55 0.50  0.279
14 H -0.58 -0.74 -2.23  0.326
15 C -1.41 -1.60 1.10  -0.980
16 H -2.30 0.81 -0.12  0.397
17 N 0.36 0.20 1.32  -0.564
18 C -1.38 -0.15 -1.81  -1.064
19 S -0.19 1.96 -0.58  -0.019

***

Going through the records in order, we get max |F| values of 7.31 4.49 5.61 2.93 3.98 5.38 4.67 6.80 eV/A.
Going through the records in order, we get ΔE to the lowest compared entry with this formula, charge and spin values of 7.078 1.704 0.000 0.000 4.301 0.593 4.676 1.254 eV.